{
  "formula": "C8H14OS",
  "method": "ωB97M-V/def2-TZVPD",
  "molar_mass_g_mol": 158.3,
  "orbital_gap_ev": 9.53,
  "homo_energy_ev": -8.7599,
  "charge": 0,
  "lumo_ev": 0.77,
  "e_above_lowest_kcal_mol": 83.57,
  "symbols": ["C", "C", "C", "C", "C", "C", "C", "C", "O", "S", "H", "H", "H", "H", "H", "H", "H", "H", "H", "H", "H", "H", "H", "H"],
  "xyz": [[0.279279, 1.153521, 0.027523], [1.621085, 0.859934, -0.464656], [-0.912106, 1.259141, -0.554893], [2.169014, -0.459067, 0.005084], [1.342690, -1.253431, 1.066240], [2.871279, -1.326853, -1.015600], [-2.988612, 0.463351, 0.339359], [-2.122853, 1.682185, 0.251483], [4.433803, 1.037801, -0.397587], [3.317790, 0.982842, 0.588840], [0.254251, 1.518221, 1.018185], [1.788884, 1.175601, -1.600053], [-0.914329, 1.079018, -1.603002], [0.365723, -1.340618, 0.439406], [0.996915, -0.616801, 1.816923], [1.728848, -2.212391, 1.447541], [3.394650, -0.725290, -1.604228], [2.133341, -1.891081, -1.679286], [3.586365, -2.089510, -0.437866], [-3.429732, 0.334614, 1.328416], [-2.336826, -0.318364, 0.341271], [-3.743362, 0.295889, -0.578846], [-1.876447, 2.000888, 1.223049], [-2.595382, 2.671825, -0.201306]],
  "forces_ev_per_angstrom": [[-0.36, 1.65, 0.45], [0.78, -0.79, -2.17], [1.33, 0.93, 0.62], [0.57, -0.51, 0.62], [-1.22, 0.41, -3.36], [-1.59, -4.06, 3.14], [-3.57, 0.76, -1.34], [-0.61, 1.82, -2.81], [-0.21, 0.31, 0.48], [-1.58, -0.87, -1.59], [0.15, -0.01, 1.48], [0.12, -0.88, 2.53], [-0.80, -0.22, -0.89], [1.34, -0.81, 1.16], [-0.14, 0.90, 1.67], [0.02, 0.59, -0.48], [2.66, 2.31, -2.62], [0.79, 0.57, 1.11], [-1.53, 1.53, -1.49], [-0.86, 0.43, -0.26], [1.74, -2.54, -0.42], [1.53, 0.47, 2.31], [0.86, 0.23, 1.27], [0.57, -2.22, 0.57]],
  "nbo_charge": [-0.24, -0.37, -0.16, -0.13, -0.63, -0.60, -0.60, -0.43, -0.95, 1.10, 0.19, 0.25, 0.20, 0.22, 0.22, 0.23, 0.23, 0.22, 0.21, 0.21, 0.20, 0.21, 0.21, 0.21]
}